Arrangement A

Formula: C3H6NOP
Source: the OMol25 dataset
Level of theory: ωB97M-V/def2-TZVPD

Calculated values
Lowest unoccupied orbital energy in eV: -0.5304
Orbital gap in eV: 8.4

Structure (ORCA input):
```
! wB97M-V def2-TZVPD RIJCOSX def2/J DEFGRID3
* xyz 0 1
C 1.448 -0.327 0.148
C 0.225 -0.218 -0.738
C -1.059 -0.875 -0.264
N 0.729 0.910 0.000
O -1.485 2.403 0.918
P -0.116 2.148 1.322
H 1.322 -0.791 1.054
H 2.418 -0.145 -0.212
H 0.306 -0.114 -1.853
H -0.889 -1.048 0.812
H -1.133 -1.783 -0.836
H -1.768 -0.160 -0.350
*
```

Arrangement B

Formula: C3H6NOP
Source: the OMol25 dataset
Level of theory: ωB97M-V/def2-TZVPD

Calculated values
Lowest unoccupied orbital energy in eV: 0.7149
Orbital gap in eV: 10.5

Structure (ORCA input):
```
! wB97M-V def2-TZVPD RIJCOSX def2/J DEFGRID3
* xyz 0 1
C -0.300 3.223 -0.347
C 0.927 1.004 -0.620
C 0.045 0.038 0.200
N 0.321 2.268 -0.536
O -1.352 0.266 0.201
P -2.277 -1.120 -0.276
H 2.037 1.031 -0.396
H 0.950 0.730 -1.655
H 0.335 -0.886 -0.216
H 0.602 0.102 1.125
H -3.408 -0.408 -0.426
H -2.699 -1.704 0.937
*
```

Arrangement C

Formula: C3H6NOP
Source: the OMol25 dataset
Level of theory: ωB97M-V/def2-TZVPD

Calculated values
Lowest unoccupied orbital energy in eV: 0.7794
Orbital gap in eV: 9.0

Structure (ORCA input):
```
! wB97M-V def2-TZVPD RIJCOSX def2/J DEFGRID3
* xyz 0 1
C 0.623 -0.731 -1.504
C -1.143 0.177 0.529
C -0.714 -0.880 -0.848
N -0.477 0.887 1.293
O 1.540 0.004 -1.128
P 1.314 1.007 1.372
H 0.615 -1.226 -2.476
H -0.574 -1.984 -0.332
H -2.286 0.219 0.639
H -1.404 -0.687 -1.613
H 1.347 0.912 2.793
H 1.160 2.304 1.275
*
```

Arrangement D

Formula: C3H6NOP
Source: the OMol25 dataset
Level of theory: ωB97M-V/def2-TZVPD

Calculated values
Lowest unoccupied orbital energy in eV: 0.4252
Orbital gap in eV: 9.5

Structure (ORCA input):
```
! wB97M-V def2-TZVPD RIJCOSX def2/J DEFGRID3
* xyz 0 1
C 1.511 -1.023 -0.687
C 0.913 0.166 -0.615
C 0.496 0.771 0.714
N -1.284 0.337 0.564
O -3.312 -0.733 -0.384
P -2.072 -0.038 -0.765
H 1.834 -1.650 -1.522
H 1.886 -1.393 0.295
H 0.832 0.953 -1.444
H 0.315 1.870 0.684
H 0.752 0.567 1.725
H -1.872 0.174 1.435
*
```

So which one is most stable? That would be arrangement A, about 0.168 eV below the next structure.

Arrangement A

Formula: C12H12O
Source: the OMol25 dataset
Level of theory: ωB97M-V/def2-TZVPD

Calculated values
Lowest unoccupied orbital energy (alpha / beta) in eV: -0.5389 / -0.5400
Orbital gap (alpha / beta) in eV: 6.9 / 6.9

Structure (ORCA input):
```
! wB97M-V def2-TZVPD RIJCOSX def2/J DEFGRID3
* xyz 0 1
C -3.328 -0.041 -0.647
C -2.843 0.543 0.521
C -2.671 -1.143 -1.140
C -1.622 0.184 1.131
C -1.452 -1.458 -0.691
C -0.880 -0.774 0.444
C 1.560 -1.508 1.271
C 0.453 -1.167 0.893
C 2.330 -0.919 0.082
C 1.920 0.438 -0.107
C 2.122 1.134 -1.364
C 1.499 1.368 1.047
O 2.905 -1.634 -0.690
H -4.176 0.316 -1.287
H -3.429 1.427 0.828
H -2.945 -1.629 -2.047
H -1.204 0.674 1.982
H -0.804 -2.111 -1.217
H 1.910 -2.244 2.014
H 2.823 0.563 -1.966
H 2.617 2.174 -1.164
H 1.205 1.231 -1.875
H 1.967 2.325 1.152
H 1.615 0.666 1.907
H 0.426 1.586 0.924
*
```

Arrangement B

Formula: C12H12O
Source: the OMol25 dataset
Level of theory: ωB97M-V/def2-TZVPD

Calculated values
Lowest unoccupied orbital energy in eV: -0.4703
Orbital gap in eV: 8.0

Structure (ORCA input):
```
! wB97M-V def2-TZVPD RIJCOSX def2/J DEFGRID3
* xyz 0 1
C 2.799 -1.139 -0.552
C 2.721 0.227 -0.720
C 1.563 -1.864 -0.326
C 1.501 0.872 -0.735
C 0.402 -1.213 -0.409
C 0.328 0.107 -0.595
C -1.229 -0.279 1.741
C -2.314 -0.838 1.380
C -0.309 -0.374 2.704
C -1.920 0.091 -1.516
C -0.976 0.778 -0.840
C -1.150 2.221 -0.347
O -3.335 -0.907 0.869
H 3.674 -1.692 -0.409
H 3.592 0.769 -0.817
H 1.784 -2.968 -0.192
H 1.451 1.915 -0.898
H -0.607 -1.790 -0.282
H -0.331 -1.233 3.437
H 0.604 0.163 2.782
H -1.668 -0.917 -1.796
H -2.881 0.354 -1.740
H -0.867 2.886 -1.158
H -0.629 2.374 0.619
H -2.204 2.458 -0.197
*
```

So which one is most stable? That would be arrangement B, about 0.537 eV below the next structure.

Arrangement A

Formula: C3H11N4
Source: the OMol25 dataset
Level of theory: ωB97M-V/def2-TZVPD

Calculated values
Lowest unoccupied orbital energy (alpha / beta) in eV: -5.6027 / -5.1875
Orbital gap (alpha / beta) in eV: 7.5 / 8.0

Structure (ORCA input):
```
! wB97M-V def2-TZVPD RIJCOSX def2/J DEFGRID3
* xyz 1 1
C 2.122 -0.058 0.326
C -2.058 -0.564 -0.778
C -0.773 1.057 0.414
N 1.215 -0.867 -0.102
N 3.082 0.404 -0.496
N -1.540 -0.141 0.477
N 0.202 -1.325 0.623
H 2.164 0.038 1.352
H -1.878 0.033 -1.586
H -1.843 -1.570 -0.945
H -3.111 -0.543 -0.518
H -0.065 1.302 1.347
H -0.307 1.203 -0.625
H -1.390 1.869 0.282
H 3.818 0.897 -0.083
H 2.898 0.615 -1.476
H -0.114 -2.171 0.170
H 0.168 -1.247 1.691
*
```

Arrangement B

Formula: C3H11N4
Source: the OMol25 dataset
Level of theory: ωB97M-V/def2-TZVPD

Calculated values
Lowest unoccupied orbital energy in eV: -3.5509
Orbital gap in eV: 9.3

Structure (ORCA input):
```
! wB97M-V def2-TZVPD RIJCOSX def2/J DEFGRID3
* xyz 1 1
C -1.714 0.989 -0.617
N -1.031 0.587 0.619
C -1.692 -0.351 1.410
N -1.613 -0.352 2.665
H -1.108 1.734 -1.132
H -1.857 0.128 -1.267
H -2.678 1.453 -0.413
H -0.686 1.381 1.146
H -2.110 -1.183 0.832
H -2.215 -1.080 3.040
N 1.691 -0.289 -0.109
C 1.659 -0.159 -1.403
N 2.642 -0.462 -2.216
H 2.375 -0.881 0.344
H 0.861 -0.012 0.424
H 0.814 0.363 -1.836
H 2.576 -0.296 -3.206
H 3.497 -0.867 -1.865
*
```

Arrangement C

Formula: C3H11N4
Source: the OMol25 dataset
Level of theory: ωB97M-V/def2-TZVPD

Calculated values
Lowest unoccupied orbital energy in eV: -7.2852
Orbital gap in eV: 6.4

Structure (ORCA input):
```
! wB97M-V def2-TZVPD RIJCOSX def2/J DEFGRID3
* xyz 1 1
N 2.109 -1.626 0.092
C 0.776 -1.077 -0.134
N 0.255 -0.628 1.272
N 0.813 -0.281 -1.234
H 2.301 -2.150 -0.769
H 2.666 -0.781 -0.023
H 0.557 -1.550 1.606
H 1.117 -0.071 1.367
H 0.676 -0.848 -2.081
H 0.001 0.359 -1.156
C -2.031 0.281 -0.053
C -0.654 2.127 0.246
N -1.464 1.543 -0.529
H -3.050 0.176 -0.415
H -2.026 0.215 1.038
H -1.417 -0.546 -0.384
H -0.070 2.955 -0.154
H -0.557 1.902 1.311
*
```

So which one is most stable? That would be arrangement B, about 4.745 eV below the next structure.

Arrangement A

Formula: C3H11N4
Source: the OMol25 dataset
Level of theory: ωB97M-V/def2-TZVPD

Calculated values
Lowest unoccupied orbital energy in eV: -3.6669
Orbital gap in eV: 9.4

Structure (ORCA input):
```
! wB97M-V def2-TZVPD RIJCOSX def2/J DEFGRID3
* xyz 1 1
N 1.190 -1.889 -1.012
C 0.774 -0.769 -1.588
N -0.470 -0.529 -1.900
H 0.548 -2.418 -0.437
H 2.161 -1.879 -0.725
H 1.519 -0.033 -1.863
H -0.661 0.274 -2.479
H -1.254 -0.959 -1.433
C 0.943 0.048 1.973
N 0.252 0.796 0.911
C -1.124 0.943 1.096
N -1.801 1.628 0.263
H 2.014 0.220 1.864
H 0.672 0.292 2.997
H 0.803 -1.020 1.782
H 0.676 1.697 0.724
H -1.539 0.537 2.021
H -2.776 1.593 0.545
*
```

Arrangement B

Formula: C3H11N4
Source: the OMol25 dataset
Level of theory: ωB97M-V/def2-TZVPD

Calculated values
Lowest unoccupied orbital energy (alpha / beta) in eV: -4.2419 / -4.2428
Orbital gap (alpha / beta) in eV: 8.2 / 8.2

Structure (ORCA input):
```
! wB97M-V def2-TZVPD RIJCOSX def2/J DEFGRID3
* xyz 1 1
C 0.046 1.205 0.924
C -1.508 0.258 -1.280
C 1.314 -1.986 -0.878
N 0.589 0.524 1.868
N -0.284 2.458 1.150
N -0.218 -0.247 -0.939
N 0.035 -1.391 -0.593
H -1.582 0.464 -2.302
H -2.396 -0.315 -1.106
H -1.505 1.211 -0.754
H 1.624 -2.855 -0.100
H 1.323 -2.520 -1.839
H 2.003 -1.220 -0.937
H 0.963 1.037 2.746
H -0.376 2.824 2.064
H -0.601 3.053 0.480
H -0.635 -2.143 -0.306
H 1.208 -0.360 1.804
*
```

Arrangement C

Formula: C3H11N4
Source: the OMol25 dataset
Level of theory: ωB97M-V/def2-TZVPD

Calculated values
Lowest unoccupied orbital energy in eV: -3.0902
Orbital gap in eV: 9.6

Structure (ORCA input):
```
! wB97M-V def2-TZVPD RIJCOSX def2/J DEFGRID3
* xyz 1 1
C -2.940 -0.777 -0.011
C 2.684 -0.453 -0.124
C 0.338 0.310 0.796
N -3.558 0.479 -0.341
N 1.348 -0.062 -0.548
N -1.731 -0.861 0.369
N -0.982 0.288 0.407
H -3.535 -1.678 -0.161
H 3.244 -0.249 -0.978
H 2.928 0.167 0.612
H 2.608 -1.507 0.341
H 0.785 -0.452 1.438
H 1.157 0.749 -1.127
H 0.697 1.373 1.005
H -4.559 0.433 -0.710
H 0.869 -0.912 -0.926
H -1.494 1.179 0.350
H -3.029 1.003 -1.042
*
```

So which one is most stable? That would be arrangement A, about 1.932 eV below the next structure.